(1)
A cluster of 3 separate species, C5H15NO in total at a distorted geometry. Source: the OMol25 dataset; level of theory: ωB97M-V with the def2-TZVPD basis set.

Results
**Electronic energy**: -8957.9977 eV
**Kohn-Sham gap**: 4.0 eV
**E_HOMO**: -7.71 eV

Last column: natural (NBO) charge in e.
Element x y z (Å)
1 C 0.6183 -1.4198 1.1508  -0.648
2 C -0.5181 -0.5075 0.8138  -0.123
3 C -0.2588 0.9285 0.3806  -0.254
4 C -1.5094 1.5172 -0.3505  -0.614
5 C 0.8556 1.0433 -0.6420  -0.646
6 N -1.2972 -1.3475 -1.5776  -0.830
7 H 1.1831 -0.9926 2.0005  0.310
8 H 0.3813 -2.4814 1.2862  0.222
9 H 1.3430 -1.5617 0.3490  0.263
10 H -1.2707 -0.5728 1.5949  0.223
11 H 0.0367 1.4976 1.2826  0.266
12 H -1.4305 2.5918 -0.4802  0.227
13 H -2.3638 1.3770 0.3297  0.194
14 H -1.7853 0.8537 -1.1695  0.247
15 H 1.0134 2.1006 -0.8590  0.206
16 H 1.8124 0.5809 -0.3363  0.292
17 H 0.4579 0.5766 -1.5627  0.204
18 H -0.6678 -1.8376 -2.2012  0.372
19 H -0.9149 -0.9292 -0.2842  0.291
20 H 3.4702 0.6618 0.9149  0.419
21 H -2.1377 -1.9083 -1.4823  0.358
22 O 2.9822 -0.1706 0.8423  -0.979

=====

(2)
A cluster of 2 separate species, C5H15NO in total at a distorted geometry. Source: the OMol25 dataset; level of theory: ωB97M-V with the def2-TZVPD basis set.

Results
**Electronic energy**: -8965.2039 eV
**Kohn-Sham gap**: 9.4 eV
**SMILES**: CCNC(C)C.O
**E_HOMO**: -8.52 eV

Last column: natural (NBO) charge in e.
Element x y z (Å)
1 C -0.5526 0.2659 -2.4848  -0.623
2 C 0.7756 0.8339 -2.0355  -0.216
3 N 1.1877 0.5652 -0.6497  -0.637
4 C 1.1323 0.5741 1.7482  -0.621
5 C 0.3949 1.0898 0.4837  -0.037
6 C -1.0691 0.6097 0.4511  -0.624
7 H -1.3952 0.9266 -2.2797  0.201
8 H -0.6901 -0.6616 -1.9250  0.214
9 H -0.5932 0.0739 -3.5541  0.216
10 H 1.5943 0.3791 -2.5949  0.196
11 H 0.8152 1.9052 -2.2327  0.156
12 H 2.1391 0.8421 -0.4484  0.359
13 H 1.8339 1.3787 1.9856  0.205
14 H 0.4468 0.5757 2.5969  0.202
15 H 1.5366 -0.4231 1.6224  0.226
16 H 0.4308 2.1886 0.4922  0.154
17 H -1.4140 0.5914 1.4815  0.208
18 H -1.5894 1.2971 -0.2131  0.208
19 H -1.1435 -0.4074 0.0740  0.211
20 H -1.3114 -4.8417 2.9368  0.466
21 H -1.5775 -3.5170 2.2797  0.466
22 O -0.9511 -4.2463 2.2657  -0.931

=====

(3)
A cluster of 2 separate species, C5H15NO in total at a distorted geometry. Source: the OMol25 dataset; level of theory: ωB97M-V with the def2-TZVPD basis set.

Results
**Electronic energy**: -8963.6874 eV
**Kohn-Sham gap**: 10.6 eV
**SMILES**: CCCCCN.O
**E_HOMO**: -9.69 eV

Last column: natural (NBO) charge in e.
Element x y z (Å)
1 C -0.3862 -1.1966 2.8685  -0.608
2 C -0.4667 -0.8948 1.3109  -0.379
3 C -0.7916 0.4993 0.9016  -0.457
4 C 0.4974 1.1777 0.4655  -0.392
5 C 1.2154 0.6870 -0.7493  -0.240
6 N 0.6407 1.0077 -2.0699  -0.827
7 H 0.5998 -0.8759 3.1772  0.201
8 H -0.4650 -2.2388 3.0305  0.209
9 H -1.0894 -0.7626 3.4683  0.200
10 H 0.5976 -1.1182 0.8612  0.184
11 H -1.0901 -1.6787 0.6940  0.198
12 H -1.1218 1.1437 1.7246  0.219
13 H -1.3435 0.2308 0.0007  0.219
14 H 1.2706 1.1352 1.3421  0.197
15 H 0.1338 2.2853 0.3898  0.200
16 H 1.5721 -0.2838 -0.6861  0.196
17 H 2.1856 1.3181 -0.6202  0.190
18 H -0.2337 0.7546 -2.1243  0.339
19 H 0.4896 2.0378 -2.2170  0.349
20 H -0.2182 -1.4679 -3.5631  0.466
21 H -0.8248 -0.4978 -4.3585  0.463
22 O -1.1715 -1.2620 -3.8465  -0.928

=====

(4)
A cluster of 2 separate species, C5H15NO in total at a distorted geometry. Source: the OMol25 dataset; level of theory: ωB97M-V with the def2-TZVPD basis set.

Results
**Electronic energy**: -8956.3493 eV
**Net charge**: +1
**Kohn-Sham gap (alpha / beta)**: 11.6 / 6.2 eV
**Multiplicity**: 2
**E_HOMO (alpha / beta)**: -15.19 / -15.18 eV

Last column: natural (NBO) charge in e.
Element x y z (Å)
1 C 0.1435 1.4123 2.1548  -0.623
2 C 0.6014 0.2797 1.2449  -0.409
3 C -0.5788 -0.6272 0.8546  -0.389
4 C -1.5567 0.0302 -0.1334  -0.432
5 C -1.0608 0.2955 -1.5438  -0.296
6 N -0.1764 -0.6369 -2.1292  -0.299
7 H -0.7415 1.9337 1.8101  0.199
8 H 0.8930 2.1697 2.3478  0.237
9 H -0.0456 1.0330 3.1591  0.224
10 H 1.1270 0.6933 0.3718  0.190
11 H 1.2961 -0.3656 1.7917  0.228
12 H -1.1094 -0.8612 1.7637  0.250
13 H -0.2237 -1.5345 0.3544  0.170
14 H -1.7396 1.0358 0.2315  0.241
15 H -2.5698 -0.3851 -0.0561  0.264
16 H -0.5043 1.2610 -1.5368  0.329
17 H -1.8569 0.4737 -2.2637  0.280
18 H 0.1073 -1.4340 -1.5555  0.404
19 H -0.4148 -1.0590 -3.0345  0.427
20 H 3.3172 -1.5322 -0.7535  0.483
21 H 2.0676 -1.0941 -1.5149  0.426
22 O 3.0251 -1.0881 -1.5629  -0.903

=====

(5)
A cluster of 3 separate species, C5H15NO2 in total. Source: the OMol25 dataset; level of theory: ωB97M-V with the def2-TZVPD basis set.

Results
**Electronic energy**: -11012.7395 eV
**Kohn-Sham gap**: 8.3 eV
**SMILES**: CC/C=C(/C)N.O.O
**E_HOMO**: -7.52 eV

Last column: natural (NBO) charge in e.
Element x y z (Å)
1 C -1.6070 0.7592 -2.1253  -0.593
2 C -1.1907 0.7774 -0.6544  -0.433
3 N 0.9310 0.6306 1.4013  -0.832
4 C 0.5931 -0.4659 0.6225  0.232
5 C -0.3632 -0.4172 -0.3062  -0.336
6 C 1.3952 -1.7304 0.8586  -0.651
7 H -0.7910 1.1087 -2.7571  0.209
8 H -2.4380 1.4423 -2.3216  0.203
9 H -1.9528 -0.2287 -2.4304  0.198
10 H -0.5772 1.6672 -0.4781  0.215
11 H -2.0838 0.8554 -0.0160  0.171
12 H 1.6636 0.5444 2.0824  0.381
13 H 0.1996 1.2997 1.5702  0.389
14 H -0.5267 -1.3305 -0.8712  0.188
15 H 0.7049 -2.5111 1.1776  0.230
16 H 2.1147 -1.6198 1.6690  0.204
17 H 1.8802 -1.9789 -0.0824  0.224
18 H -2.4143 -0.6735 1.4811  0.468
19 H -2.1904 -2.1721 1.3692  0.467
20 O -2.0550 -1.4260 1.9599  -0.933
21 H 2.9842 1.9893 -1.5108  0.472
22 H 3.0674 1.4199 -0.0256  0.476
23 O 2.6561 2.0601 -0.6129  -0.948

=====

Q: Which value of electronic energy does entry 1 give?
A: -8957.9977 eV

=====

Q: The highest electronic energy belongs to which entry?
A: number 4

=====

Q: electronic energy of number 1 (C5H15NO)?
A: -8957.9977 eV

=====

Q: electronic energy of number 5 (C5H15NO2)?
A: -11012.7395 eV